Density functional theory data (ωB97M-V with the def2-TZVPD basis set) for a 3-piece molecular cluster, C17H36N3O4 overall at a distorted geometry.

```
60
C17H36N3O4 (ωB97M-V with the def2-TZVPD basis set)
N -3.076 0.748 2.143
C -3.822 0.319 0.934
C -3.281 -0.979 0.289
C -2.440 -1.856 1.219
C -1.266 -2.559 0.477
C 0.028 -1.790 0.776
C -0.013 -0.455 0.115
C 0.334 -0.335 -1.235
C 0.248 0.911 -1.801
C -0.193 1.964 -0.977
N -0.499 1.840 0.279
N -0.396 0.613 0.788
H -3.602 0.507 2.972
H -3.020 1.758 2.156
H -4.886 0.254 1.142
H -3.726 1.123 0.208
H -4.135 -1.573 -0.027
H -2.762 -0.729 -0.635
H -2.001 -1.266 2.010
H -3.062 -2.647 1.623
H -1.159 -3.593 0.781
H -1.405 -2.532 -0.601
H 0.914 -2.304 0.407
H 0.142 -1.686 1.854
H 0.664 -1.197 -1.793
H 0.493 1.074 -2.837
H -0.294 2.954 -1.392
H -0.675 0.532 1.761
C 1.584 6.946 3.925
O 1.620 7.119 2.519
C 2.847 6.723 1.931
C 2.722 5.384 1.243
O 2.500 4.332 2.174
C 1.152 3.916 2.234
H 0.561 7.121 4.251
H 1.882 5.934 4.214
H 2.238 7.670 4.420
H 3.645 6.692 2.678
H 3.112 7.478 1.184
H 3.656 5.163 0.718
H 1.915 5.419 0.504
H 0.872 3.385 1.321
H 0.474 4.760 2.385
H 1.055 3.234 3.081
C -0.748 -6.351 -3.467
O 0.258 -5.767 -4.276
C 0.252 -4.354 -4.263
C 1.358 -3.806 -3.389
O 1.139 -4.102 -2.013
C 1.950 -5.176 -1.552
H -0.552 -7.420 -3.422
H -0.735 -5.945 -2.451
H -1.738 -6.195 -3.909
H -0.720 -3.972 -3.931
H 0.416 -4.015 -5.291
H 1.380 -2.714 -3.495
H 2.326 -4.193 -3.716
H 2.998 -4.868 -1.486
H 1.867 -6.045 -2.205
H 1.602 -5.448 -0.556
```

Results
* strongest force on any atom: 0.02880 hartree/bohr
* charge: +1
* highest occupied orbital energy: -11.2 eV
* HOMO-LUMO gap: 6.696 eV